{"formula": "C14H32CoN6O7", "method": "ωB97M-V/def2-TZVPD", "species": ["O", "H", "Co", "N", "N", "N", "N", "O", "O", "O", "O", "C", "C", "C", "C", "C", "H", "H", "H", "C", "H", "H", "H", "C", "C", "H", "H", "H", "H", "H", "H", "H", "H", "C", "H", "H", "H", "O", "H", "H", "C", "N", "C", "C", "O", "N", "C", "C", "H", "H", "H", "H", "H", "H", "H", "H", "H", "H", "H", "H"], "xyz": [[-0.25, 0.11, -4.40], [-0.17, 0.28, -5.35], [0.07, -0.14, -1.65], [-0.18, 1.56, -1.02], [1.66, 0.50, -2.26], [-1.21, -0.98, -0.65], [0.30, -1.81, -2.35], [-1.28, 2.09, -0.68], [-1.93, -0.47, 0.37], [1.22, -2.17, -3.24], [2.51, -0.07, -3.06], [2.00, 1.72, -1.75], [0.98, 2.30, -0.98], [-1.42, -2.29, -0.91], [-0.55, -2.77, -1.93], [1.03, 3.55, -0.18], [1.02, 3.32, 0.90], [0.16, 4.18, -0.39], [1.94, 4.11, -0.39], [3.34, 2.26, -2.09], [3.40, 2.52, -3.15], [4.12, 1.52, -1.87], [3.53, 3.16, -1.50], [-2.40, -3.13, -0.17], [-0.52, -4.15, -2.47], [-3.00, -2.52, 0.51], [-1.88, -3.90, 0.41], [-3.06, -3.65, -0.88], [0.09, -4.20, -3.38], [-1.53, -4.50, -2.71], [-0.10, -4.86, -1.74], [-1.22, 0.03, 0.92], [1.86, -1.28, -3.26], [-1.44, 0.76, -3.91], [-1.29, 1.85, -3.84], [-1.69, 0.37, -2.91], [-2.29, 0.57, -4.58], [-4.15, 2.61, -1.47], [-4.70, 1.86, -1.18], [-3.26, 2.39, -1.11], [1.94, -1.18, 1.73], [1.32, -0.75, 2.96], [1.91, -1.20, 4.21], [0.32, 0.16, 2.81], [0.04, 0.52, 1.62], [-0.38, 0.71, 3.82], [-0.37, 0.31, 5.22], [-1.30, 1.77, 3.43], [2.75, -1.87, 1.98], [2.35, -0.33, 1.17], [1.21, -1.69, 1.08], [2.24, -0.35, 4.83], [1.22, -1.83, 4.78], [2.79, -1.80, 3.94], [0.56, 0.63, 5.72], [-1.21, 0.82, 5.70], [-0.51, -0.77, 5.33], [-0.75, 2.62, 2.99], [-2.02, 1.41, 2.68], [-1.82, 2.11, 4.33]], "lumo_energy_ev": [-3.8058, -5.4295], "gap_ev": [6.31, 6.44], "multiplicity": 5, "s2": 6.09, "charge": 1, "homo_ev": [-10.113, -11.871]}

=====

{"formula": "C5H9FO", "method": "ωB97M-V/def2-TZVPD", "species": ["C", "C", "F", "C", "C", "C", "O", "H", "H", "H", "H", "H", "H", "H", "H", "H"], "xyz": [[2.29, -0.20, 0.43], [0.84, 0.27, 0.27], [0.73, 1.50, -0.31], [-0.05, -0.64, -0.64], [-1.51, -0.43, -0.35], [-2.10, 0.84, 0.03], [-1.93, -0.15, 0.98], [2.80, -0.34, -0.52], [2.26, -1.20, 0.88], [2.84, 0.45, 1.15], [0.34, 0.32, 1.22], [0.14, -0.44, -1.69], [0.22, -1.67, -0.47], [-2.27, -1.04, -0.90], [-3.14, 1.04, -0.19], [-1.47, 1.71, 0.12]], "lumo_energy_ev": 1.1174, "gap_ev": 11.39, "multiplicity": 1, "charge": 0, "homo_ev": -10.273}

=====

{"formula": "C6H13N2O", "method": "ωB97M-V/def2-TZVPD", "species": ["C", "C", "O", "C", "N", "C", "N", "C", "C", "H", "H", "H", "H", "H", "H", "H", "H", "H", "H", "H", "H", "H"], "xyz": [[2.54, 0.68, -0.89], [2.05, 0.35, 0.52], [0.90, 1.03, 0.86], [1.75, -1.17, 0.66], [0.36, -1.31, 0.22], [-0.41, -0.29, 0.30], [-1.61, 0.12, 0.15], [-1.95, 1.52, 0.33], [-2.72, -0.79, -0.10], [3.49, 0.19, -1.09], [2.67, 1.75, -0.99], [1.81, 0.36, -1.64], [2.81, 0.64, 1.26], [2.41, -1.77, 0.04], [1.83, -1.49, 1.70], [0.07, -2.24, -0.06], [-2.68, 1.62, 1.13], [-1.05, 2.07, 0.58], [-2.38, 1.91, -0.59], [-2.39, -1.70, -0.60], [-3.21, -1.06, 0.84], [-3.45, -0.28, -0.73]], "lumo_energy_ev": -4.3090, "gap_ev": 9.89, "multiplicity": 1, "charge": 1, "homo_ev": -14.199}

=====

{"formula": "C28H30NO4", "method": "ωB97M-V/def2-TZVPD", "species": ["C", "C", "O", "C", "O", "C", "C", "N", "C", "C", "O", "C", "C", "C", "C", "C", "C", "C", "C", "C", "C", "C", "C", "C", "O", "C", "C", "C", "C", "C", "C", "C", "C", "H", "H", "H", "H", "H", "H", "H", "H", "H", "H", "H", "H", "H", "H", "H", "H", "H", "H", "H", "H", "H", "H", "H", "H", "H", "H", "H", "H", "H", "H"], "xyz": [[-4.85, -1.91, -3.02], [-3.62, -2.76, -2.83], [-2.83, -2.13, -1.75], [-1.90, -2.96, -1.20], [-1.97, -4.18, -1.27], [-0.75, -2.29, -0.47], [-0.72, -3.13, 0.81], [-0.91, -2.82, 2.08], [-0.40, -3.82, 3.11], [-0.84, -3.52, 4.54], [-0.79, -2.11, 4.82], [-1.71, -1.40, 4.02], [-1.39, -1.49, 2.52], [0.46, -2.40, -1.38], [1.67, -2.65, -0.51], [2.00, -3.99, -0.23], [3.01, -4.27, 0.69], [3.76, -3.22, 1.24], [3.51, -1.90, 0.85], [2.46, -1.62, -0.03], [0.69, -1.33, -2.53], [-0.21, -1.30, -3.61], [-0.03, -0.52, -4.75], [1.12, 0.26, -4.87], [1.19, 1.26, -5.85], [0.39, 2.40, -5.60], [0.74, 3.24, -4.53], [-0.19, 4.17, -4.08], [-1.42, 4.31, -4.72], [-1.72, 3.51, -5.83], [-0.79, 2.59, -6.30], [2.13, 0.10, -3.94], [1.92, -0.72, -2.83], [-5.28, -2.14, -4.00], [-5.59, -2.16, -2.25], [-4.62, -0.84, -2.96], [-3.85, -3.78, -2.55], [-2.99, -2.76, -3.74], [-1.00, -1.23, -0.25], [-0.60, -4.20, 0.66], [-0.75, -4.82, 2.84], [0.70, -3.80, 3.10], [-1.85, -3.94, 4.75], [-0.12, -3.95, 5.25], [-2.75, -1.73, 4.21], [-1.60, -0.36, 4.35], [-0.61, -0.74, 2.29], [-2.31, -1.24, 1.96], [0.35, -3.34, -1.94], [1.41, -4.79, -0.67], [3.18, -5.30, 1.00], [4.57, -3.43, 1.94], [4.09, -1.07, 1.25], [2.25, -0.59, -0.35], [-1.08, -1.96, -3.61], [-0.76, -0.48, -5.54], [1.71, 3.11, -4.06], [0.07, 4.79, -3.22], [-2.16, 5.02, -4.34], [-2.68, 3.63, -6.34], [-0.99, 1.98, -7.19], [3.07, 0.62, -4.09], [2.80, -0.87, -2.21]], "lumo_energy_ev": -4.1302, "gap_ev": 6.76, "multiplicity": 1, "charge": 1, "homo_ev": -10.893}

=====

{"formula": "C54H120N14O22", "method": "ωB97M-V/def2-TZVPD", "species": ["C", "C", "O", "N", "H", "H", "C", "H", "H", "H", "H", "H", "H", "C", "C", "O", "N", "H", "H", "C", "H", "H", "H", "H", "H", "H", "C", "C", "O", "N", "H", "H", "C", "H", "H", "H", "H", "H", "H", "C", "C", "O", "N", "H", "H", "C", "H", "H", "H", "H", "H", "H", "C", "C", "O", "N", "H", "H", "C", "H", "H", "H", "H", "H", "H", "C", "C", "O", "N", "H", "H", "C", "H", "H", "H", "H", "H", "H", "C", "C", "C", "C", "C", "C", "N", "O", "C", "C", "C", "H", "H", "H", "H", "H", "H", "H", "H", "H", "H", "H", "H", "H", "H", "H", "H", "H", "H", "C", "C", "C", "C", "C", "C", "N", "O", "C", "C", "C", "H", "H", "H", "H", "H", "H", "H", "H", "H", "H", "H", "H", "H", "H", "H", "H", "H", "H", "C", "C", "C", "C", "C", "C", "N", "O", "C", "C", "C", "H", "H", "H", "H", "H", "H", "H", "H", "H", "H", "H", "H", "H", "H", "H", "H", "H", "H", "C", "C", "C", "C", "C", "C", "N", "O", "C", "C", "C", "H", "H", "H", "H", "H", "H", "H", "H", "H", "H", "H", "H", "H", "H", "H", "H", "H", "H", "N", "O", "O", "O", "N", "O", "O", "O", "N", "O", "O", "O", "N", "O", "O", "O"], "xyz": [[6.64, 2.74, -1.34], [6.50, 1.35, -0.91], [7.40, 0.58, -0.79], [5.09, 0.99, -0.47], [4.95, 1.41, 0.49], [4.50, 1.43, -1.18], [4.79, -0.52, -0.34], [6.67, 2.80, -2.45], [7.60, 3.13, -0.92], [5.86, 3.40, -0.93], [4.31, -0.86, -1.22], [4.22, -0.80, 0.60], [5.79, -1.00, -0.26], [-5.94, -5.20, 2.07], [-5.53, -4.22, 1.12], [-5.56, -3.08, 1.22], [-5.07, -4.75, -0.31], [-3.98, -4.39, -0.50], [-5.06, -5.75, -0.23], [-5.85, -4.24, -1.52], [-6.29, -4.66, 2.96], [-5.22, -5.98, 2.41], [-6.79, -5.66, 1.54], [-5.22, -4.38, -2.39], [-5.98, -3.21, -1.28], [-6.77, -4.75, -1.64], [2.66, 4.44, -5.50], [1.86, 4.28, -4.25], [0.72, 3.97, -4.17], [2.70, 4.37, -2.96], [2.12, 3.81, -2.23], [3.65, 4.00, -3.03], [2.78, 5.79, -2.57], [3.39, 3.63, -5.35], [3.22, 5.34, -5.56], [2.02, 4.26, -6.39], [1.80, 6.24, -2.48], [3.30, 6.24, -3.42], [3.29, 5.87, -1.64], [5.05, 5.08, 1.76], [4.64, 3.75, 2.44], [5.25, 2.72, 2.34], [3.47, 3.82, 3.17], [2.75, 1.73, 2.34], [3.36, 3.11, 3.84], [2.47, 4.93, 3.36], [4.24, 5.30, 1.11], [5.93, 4.88, 1.21], [5.15, 5.87, 2.49], [1.69, 4.93, 2.61], [2.94, 5.93, 3.27], [2.00, 4.76, 4.30], [-0.87, 0.67, 0.86], [-1.14, 1.30, -0.50], [-1.89, 2.22, -0.72], [-0.49, 0.63, -1.70], [0.48, 1.03, -1.71], [-0.50, -0.41, -1.49], [-1.04, 0.91, -3.04], [0.17, 0.76, 1.14], [-1.00, -0.38, 0.77], [-1.64, 0.96, 1.48], [-0.30, 0.84, -3.85], [-1.47, 1.93, -3.02], [-1.89, 0.26, -3.17], [-8.82, 2.10, -9.52], [-9.38, 2.98, -8.42], [-9.48, 2.77, -7.26], [-9.90, 4.32, -8.95], [-9.59, 4.47, -9.93], [-10.90, 4.24, -8.98], [-9.51, 5.49, -8.12], [-7.76, 2.33, -9.56], [-9.34, 2.31, -10.41], [-9.00, 1.08, -9.19], [-9.90, 6.37, -8.60], [-8.41, 5.54, -8.15], [-9.87, 5.39, -7.06], [-4.27, 4.08, 1.51], [-4.53, 4.27, 3.01], [-3.33, 4.88, 3.72], [-3.68, 5.47, 5.07], [-4.69, 6.58, 4.87], [-6.06, 6.09, 4.44], [-5.86, 5.21, 3.19], [-6.60, 5.26, 2.36], [-6.99, 7.22, 4.15], [-6.73, 5.18, 5.54], [-4.95, 2.92, 3.57], [-3.48, 3.34, 1.31], [-4.02, 5.03, 0.97], [-5.19, 3.64, 1.17], [-2.89, 5.67, 3.05], [-2.60, 4.09, 3.80], [-2.74, 5.94, 5.41], [-3.79, 4.72, 5.87], [-4.28, 7.09, 4.00], [-4.81, 7.28, 5.66], [-7.12, 7.70, 5.11], [-7.98, 6.85, 3.86], [-6.62, 7.88, 3.37], [-6.78, 5.76, 6.47], [-6.06, 4.31, 5.72], [-7.72, 4.79, 5.39], [-5.99, 2.78, 3.44], [-4.70, 2.85, 4.69], [-4.53, 2.04, 3.01], [3.27, -0.24, 10.44], [3.30, -0.11, 8.86], [3.44, -1.45, 8.16], [2.19, -2.33, 8.21], [1.01, -1.66, 7.50], [0.59, -0.32, 8.18], [1.91, 0.47, 8.44], [1.77, 1.69, 8.49], [0.09, -0.51, 9.69], [-0.46, 0.40, 7.38], [4.29, 0.93, 8.45], [2.99, 0.74, 10.90], [4.35, -0.33, 10.70], [2.63, -1.03, 10.79], [4.31, -1.98, 8.55], [3.63, -1.37, 7.09], [1.92, -2.53, 9.22], [2.47, -3.30, 7.82], [0.17, -2.35, 7.50], [1.22, -1.46, 6.45], [0.18, 0.48, 10.20], [0.64, -1.25, 10.26], [-0.99, -0.70, 9.63], [-1.35, -0.27, 7.25], [-0.13, 0.53, 6.37], [-0.82, 1.31, 7.92], [4.07, 1.88, 8.96], [4.28, 1.13, 7.41], [5.29, 0.53, 8.64], [2.06, 0.44, -8.27], [2.40, -1.02, -8.03], [3.53, -1.16, -7.05], [3.72, -2.62, -6.56], [2.52, -3.00, -5.70], [1.17, -2.88, -6.46], [1.19, -1.71, -7.46], [0.03, -1.47, -7.91], [0.06, -2.59, -5.54], [0.93, -4.24, -7.27], [2.54, -1.88, -9.32], [1.82, 0.99, -7.31], [1.16, 0.64, -8.88], [2.97, 0.87, -8.69], [3.23, -0.55, -6.18], [4.43, -0.72, -7.48], [4.64, -2.81, -6.00], [3.88, -3.28, -7.38], [2.55, -2.35, -4.83], [2.64, -4.05, -5.34], [-0.02, -3.35, -4.73], [-0.92, -2.57, -6.05], [0.19, -1.67, -4.97], [0.81, -5.00, -6.46], [1.88, -4.55, -7.73], [0.11, -4.26, -7.97], [1.60, -1.96, -9.92], [3.17, -2.76, -9.12], [3.19, -1.22, -9.97], [1.97, -9.53, 0.89], [1.30, -8.37, 0.07], [0.83, -7.26, 1.00], [1.90, -6.37, 1.49], [2.67, -5.75, 0.36], [3.40, -6.71, -0.54], [2.47, -7.84, -0.77], [2.99, -8.74, -1.64], [4.65, -7.24, 0.15], [3.63, -6.07, -1.82], [0.26, -8.98, -0.90], [2.67, -9.23, 1.73], [2.39, -10.30, 0.27], [1.10, -9.96, 1.40], [0.26, -7.72, 1.74], [0.01, -6.71, 0.48], [2.56, -6.94, 2.08], [1.44, -5.71, 2.20], [3.35, -4.97, 0.70], [1.96, -5.18, -0.23], [5.21, -7.93, -0.50], [4.44, -7.66, 1.14], [5.22, -6.29, 0.26], [2.70, -5.62, -2.15], [4.10, -6.81, -2.52], [4.39, -5.31, -1.76], [0.18, -8.36, -1.82], [-0.72, -8.91, -0.43], [0.40, -10.03, -1.10], [-2.26, -2.98, -1.21], [-2.11, -4.14, -0.78], [-3.40, -2.61, -1.73], [-1.28, -2.13, -1.15], [2.77, 0.92, -3.30], [2.37, 1.08, -4.47], [3.65, 1.74, -2.82], [2.25, 0.06, -2.53], [2.45, 0.58, 3.79], [2.06, -0.46, 4.22], [2.45, 0.79, 2.52], [2.69, 1.52, 4.56], [1.44, 3.43, -0.17], [0.60, 3.35, 0.68], [1.21, 2.88, -1.39], [2.57, 3.87, 0.05]], "lumo_energy_ev": -12.6129, "gap_ev": 6.04, "multiplicity": 1, "charge": 6, "homo_ev": -18.648}

=====

{"formula": "C2H2N3S2", "method": "ωB97M-V/def2-TZVPD", "species": ["C", "C", "N", "N", "N", "S", "S", "H", "H"], "xyz": [[2.24, 0.79, 0.08], [1.14, 1.42, -0.27], [-0.56, -0.19, -0.13], [-2.62, -1.27, 0.65], [-0.06, 0.88, -0.46], [3.54, -0.77, 0.26], [-1.58, -1.34, -0.44], [1.17, 2.49, -0.47], [-3.28, -2.01, 0.77]], "lumo_energy_ev": [-6.9308, -6.9122], "gap_ev": [6.94, 6.99], "multiplicity": 1, "charge": 1, "homo_ev": [-13.868, -13.900]}

=====

Which formula does entry 4 have?
C28H30NO4